Entry 1:
A structure of composition C27H23BrN5O2Pt, computed with ωB97M-V/def2-TZVPD.

ORCA input file:
```
! RIJCOSX wB97M-V def2-TZVPD def2/J DEFGRID3
* xyz 1 3
Pt -0.239 0.169 -0.319
O -2.513 -3.121 -0.087
C -1.799 -4.254 -0.254
C -2.488 -5.467 -0.209
C -1.822 -6.665 -0.376
C -0.449 -6.689 -0.609
C 0.231 -5.488 -0.660
C -0.421 -4.267 -0.472
C 0.410 -2.999 -0.532
O -0.290 -1.867 -0.522
N 1.337 -3.062 0.671
N 1.443 -1.998 1.317
C 2.149 -1.839 2.429
C 2.073 -0.558 2.990
Br 0.985 0.694 2.038
C 2.785 -0.223 4.117
C 2.881 0.974 4.902
C 1.912 1.994 4.942
C 2.110 3.103 5.736
C 3.274 3.227 6.492
C 4.232 2.221 6.479
C 4.029 1.095 5.708
H -1.894 -2.373 -0.213
H -3.557 -5.433 -0.042
H -2.379 -7.593 -0.338
H 0.071 -7.623 -0.768
H 1.293 -5.493 -0.898
H 1.101 -3.080 -1.392
H 1.764 -3.947 0.962
H 2.742 -2.617 2.905
H 3.435 -1.031 4.447
H 0.987 1.894 4.395
H 1.353 3.874 5.781
H 3.425 4.106 7.105
H 5.125 2.311 7.082
H 4.765 0.301 5.706
C -1.873 -2.815 -4.754
C -2.940 -2.038 -4.328
C -2.745 -1.009 -3.420
C -1.471 -0.770 -2.926
C -0.393 -1.528 -3.364
C -0.596 -2.549 -4.276
N -1.256 0.290 -1.999
N -1.964 1.378 -2.191
C -1.671 2.350 -1.320
C -2.276 3.618 -1.447
C -1.933 4.619 -0.588
C -0.967 4.375 0.404
C -0.416 3.130 0.492
N -0.756 2.110 -0.331
H -2.032 -3.618 -5.462
H -3.936 -2.229 -4.706
H -3.571 -0.400 -3.080
H 0.603 -1.285 -3.015
H 0.248 -3.130 -4.626
H -2.994 3.752 -2.243
H -2.387 5.597 -0.679
H -0.647 5.148 1.086
H 0.349 2.938 1.224
*
```

Calculated values
- lowest unoccupied orbital energy (alpha / beta) (eV) = -3.9 / -6.0
- HOMO level (alpha / beta) (hartree) = -0.341 / -0.390
- Kohn-Sham gap (alpha / beta) (eV) = 5.4 / 4.6



Entry 2:
A structure of composition C27H23BrN6SW, computed with ωB97M-V/def2-TZVPD.

ORCA input file:
```
! RIJCOSX wB97M-V def2-TZVPD def2/J DEFGRID3
* xyz 2 3
W -0.371 -1.925 -0.836
C 3.863 -2.332 -1.718
C 4.469 -2.298 -0.465
C 3.677 -2.257 0.665
C 2.289 -2.206 0.534
N 1.711 -2.192 -0.694
C 2.485 -2.280 -1.783
C 1.327 -2.158 1.632
C 1.654 -2.215 2.988
C 0.657 -2.128 3.943
C -0.674 -1.994 3.565
C -1.011 -1.960 2.219
C -0.026 -2.040 1.239
H 4.449 -2.390 -2.619
H 5.544 -2.306 -0.378
H 4.127 -2.258 1.644
H 1.966 -2.319 -2.746
H 2.679 -2.319 3.301
H 0.915 -2.154 4.989
H -1.444 -1.907 4.316
H -2.056 -1.857 1.932
N 0.006 5.157 -2.345
C -0.098 6.440 -1.891
C -0.049 7.681 -2.511
C -0.149 8.785 -1.687
C -0.333 8.680 -0.293
C -0.406 7.464 0.334
C -0.267 6.322 -0.472
N -0.254 5.026 -0.126
C -0.086 4.333 -1.245
C -0.003 2.911 -1.201
C 0.155 2.042 -2.300
C 0.170 0.686 -2.084
N 0.049 0.122 -0.863
C -0.070 0.951 0.199
C -0.097 2.310 0.073
H 0.113 4.888 -3.308
H 0.063 7.781 -3.580
H -0.082 9.768 -2.126
H -0.416 9.587 0.284
H -0.557 7.367 1.397
H 0.246 2.417 -3.308
H 0.253 -0.009 -2.928
H -0.174 0.476 1.170
H -0.207 2.949 0.934
C -3.654 -5.147 -0.809
N -2.719 -5.162 0.286
C -2.993 -5.537 1.574
C -1.847 -5.418 2.291
N -0.883 -4.975 1.430
C -1.429 -4.813 0.207
S -0.569 -4.356 -1.214
H -4.636 -4.859 -0.444
H -3.722 -6.132 -1.272
H -3.318 -4.434 -1.560
H -3.965 -5.859 1.888
H -1.648 -5.621 3.323
H 0.092 -4.844 1.650
Br -2.743 -1.481 -1.201
*
```

Calculated values
- lowest unoccupied orbital energy (alpha / beta) (eV) = -7.6 / -7.1
- HOMO level (alpha / beta) (hartree) = -0.464 / -0.464
- Kohn-Sham gap (alpha / beta) (eV) = 5.0 / 5.5
- ΔE to the lowest compared entry with this formula, charge and spin (kcal per mole) = 10.2



Entry 3:
A structure of composition C27H23CaF6N9O5S4, computed with ωB97M-V/def2-TZVPD.

ORCA input file:
```
! RIJCOSX wB97M-V def2-TZVPD def2/J DEFGRID3
* xyz 0 1
Ca 0.835 0.681 -0.499
C 4.567 3.928 1.415
S 2.988 3.894 2.277
C 2.292 2.355 1.810
S 3.171 1.229 0.832
N 1.102 2.214 2.332
N 0.420 1.106 1.902
C -0.464 0.660 2.704
C -1.292 -0.488 2.324
C -2.176 -1.027 3.257
C -2.952 -2.112 2.892
C -2.806 -2.632 1.616
C -1.899 -2.030 0.757
N -1.159 -0.977 1.083
H 4.998 4.893 1.680
H 4.419 3.878 0.340
H 5.225 3.128 1.740
H -0.596 1.111 3.686
H -2.245 -0.592 4.245
H -3.659 -2.541 3.590
H -3.391 -3.477 1.279
H -1.775 -2.415 -0.248
C -4.894 1.168 -1.830
C -4.646 0.042 -2.609
C -3.389 -0.533 -2.627
C -2.378 0.034 -1.854
C -2.618 1.161 -1.080
C -3.883 1.729 -1.066
N -1.048 -0.485 -1.804
N -0.879 -1.547 -2.419
C 0.454 -2.063 -2.351
C 0.797 -3.024 -3.281
C 2.088 -3.529 -3.252
C 2.968 -3.066 -2.290
C 2.526 -2.100 -1.391
N 1.294 -1.604 -1.425
H -5.878 1.616 -1.831
H -5.437 -0.382 -3.213
H -3.175 -1.399 -3.234
H -1.827 1.605 -0.487
H -4.069 2.614 -0.474
H 0.063 -3.349 -4.005
H 2.399 -4.273 -3.974
H 3.981 -3.437 -2.230
H 3.166 -1.719 -0.605
N -1.273 -4.244 4.962
C -0.220 -3.404 5.162
O 0.092 -3.006 6.264
C 0.565 -3.022 3.937
C 1.428 -1.940 4.028
C 2.123 -1.541 2.896
N 2.009 -2.151 1.717
C 1.207 -3.209 1.649
C 0.469 -3.686 2.721
H -1.847 -4.450 5.762
H -1.658 -4.396 4.047
H 1.534 -1.417 4.968
H 2.774 -0.675 2.915
H 1.134 -3.693 0.680
H -0.150 -4.563 2.588
F 3.231 3.227 -4.370
C 2.986 3.027 -3.082
F 3.755 2.029 -2.647
F 3.276 4.117 -2.394
S 1.204 2.532 -2.844
O 0.918 2.891 -1.452
O 1.206 1.089 -3.037
N 0.338 3.193 -3.936
S -0.034 4.755 -3.921
O -0.675 5.078 -5.150
O 1.034 5.556 -3.409
C -1.397 4.886 -2.662
F -2.176 3.798 -2.693
F -0.924 5.027 -1.429
F -2.147 5.945 -2.950
*
```

Calculated values
- lowest unoccupied orbital energy (eV) = -1.6
- HOMO level (hartree) = -0.293
- Kohn-Sham gap (eV) = 6.4
- ΔE to the lowest compared entry with this formula, charge and spin (kcal per mole) = 13.2



Entry 4:
The molecule C27H23ClN4O3S, computed with ωB97M-V/def2-TZVPD.

ORCA input file:
```
! RIJCOSX wB97M-V def2-TZVPD def2/J DEFGRID3
* xyz 0 1
C 3.733 0.900 2.884
H 3.564 1.967 2.751
C 3.743 0.539 4.365
C 2.422 0.831 5.083
O 1.414 -0.108 4.752
C 0.581 0.068 3.706
C -0.217 -1.040 3.392
C -1.091 -0.993 2.336
C -1.219 0.165 1.563
C -0.446 1.276 1.891
C 0.441 1.230 2.948
H 1.032 2.107 3.159
H -0.496 2.184 1.310
C -2.041 0.079 0.353
O -2.406 -0.976 -0.147
N -2.383 1.247 -0.281
N -2.776 1.093 -1.600
C -2.637 2.039 -2.543
S -2.697 3.646 -2.208
N -2.447 1.519 -3.822
C -1.392 0.681 -4.153
O -1.277 0.219 -5.258
C -0.425 0.484 -3.022
C -0.290 -0.716 -2.375
C 0.525 -0.794 -1.216
N 1.177 0.252 -0.760
C 1.125 1.419 -1.418
C 1.867 2.507 -0.911
C 1.846 3.714 -1.552
C 1.097 3.883 -2.727
C 0.357 2.852 -3.237
C 0.336 1.603 -2.587
H -0.204 2.985 -4.150
H 1.106 4.838 -3.230
H 2.414 4.546 -1.166
H 2.451 2.343 -0.019
C 0.640 -2.012 -0.406
C -0.271 -3.062 -0.484
C -0.162 -4.151 0.361
C 0.865 -4.199 1.290
C 1.791 -3.169 1.377
C 1.672 -2.087 0.532
H 2.376 -1.272 0.582
H 2.588 -3.219 2.102
Cl 0.990 -5.550 2.357
H -0.877 -4.956 0.306
H -1.099 -3.025 -1.172
H -0.832 -1.582 -2.722
H -2.952 1.935 -4.595
H -2.791 0.093 -1.822
H -2.066 2.175 -0.035
H -1.685 -1.854 2.073
H -0.110 -1.932 3.989
H 2.565 0.704 6.160
H 2.094 1.858 4.900
H 4.530 1.100 4.872
H 3.960 -0.525 4.480
H 4.692 0.651 2.436
H 2.955 0.355 2.354
*
```

Calculated values
- lowest unoccupied orbital energy (eV) = -0.4
- SMILES = CCCOc1ccc(C(=O)NNC(=S)NC(=O)c2cc(-c3ccc(Cl)cc3)nc3ccccc23)cc1
- HOMO level (hartree) = -0.309
- Kohn-Sham gap (eV) = 8.0
- ΔE to the lowest compared entry with this formula, charge and spin (kcal per mole) = 4.1



Entry 5:
A structure of composition C27H23F2NO18S2, computed with ωB97M-V/def2-TZVPD.

ORCA input file:
```
! RIJCOSX wB97M-V def2-TZVPD def2/J DEFGRID3
* xyz 0 1
C 4.666 -0.222 2.026
C 3.468 -1.132 1.428
F 3.224 -2.217 2.366
C 2.146 -0.304 1.020
N 1.261 0.077 2.180
S 0.327 1.472 1.583
S 0.057 -1.117 2.530
O 0.358 -1.962 3.744
O -1.223 -0.347 2.860
F -0.357 -2.077 1.179
H 4.294 0.721 2.565
H 5.418 0.059 1.192
H 5.279 -0.830 2.807
H 3.891 -1.607 0.452
H 1.617 -0.864 0.170
H 2.516 0.697 0.554
H 1.203 2.493 1.207
C -2.096 3.414 -2.769
C -1.415 2.727 -1.848
C -0.135 2.036 -2.185
O 0.474 1.432 -1.317
C 0.343 2.111 -3.570
C -0.342 2.797 -4.491
C -1.606 3.509 -4.148
O -2.195 4.140 -5.009
O 0.091 2.872 -5.781
O -1.867 2.632 -0.560
H -3.024 3.921 -2.538
H 1.263 1.592 -3.806
H -0.572 3.420 -6.244
H -1.205 2.087 -0.086
C -3.541 -2.829 7.753
C -3.437 -3.553 6.637
C -3.077 -2.924 5.335
O -2.972 -3.620 4.337
C -2.865 -1.473 5.307
C -2.972 -0.748 6.423
C -3.305 -1.381 7.730
O -3.378 -0.691 8.734
O -2.780 0.605 6.410
O -3.657 -4.901 6.645
H -3.800 -3.273 8.706
H -2.621 -1.026 4.352
H -2.911 0.894 7.334
H -3.519 -5.192 5.721
C 2.498 5.965 -6.967
C 2.189 5.419 -5.788
C 2.897 5.818 -4.539
O 2.576 5.312 -3.475
C 3.970 6.813 -4.643
C 4.281 7.357 -5.822
C 3.554 6.979 -7.067
O 3.853 7.509 -8.125
O 5.279 8.282 -5.933
O 1.205 4.469 -5.681
H 1.990 5.687 -7.881
H 4.488 7.081 -3.732
H 5.307 8.521 -6.882
H 1.175 4.238 -4.732
C -3.167 -6.066 -0.168
C -2.299 -5.130 0.225
C -0.938 -5.492 0.719
O -0.162 -4.612 1.052
C -0.588 -6.916 0.787
C -1.458 -7.850 0.398
C -2.807 -7.487 -0.121
O -3.570 -8.367 -0.486
O -1.145 -9.178 0.459
O -2.623 -3.805 0.189
H -4.156 -5.817 -0.530
H 0.395 -7.166 1.164
H -1.934 -9.647 0.122
H -1.832 -3.334 0.521
*
```

Calculated values
- lowest unoccupied orbital energy (eV) = -2.0
- HOMO level (hartree) = -0.345
- Kohn-Sham gap (eV) = 7.4



Entry 6:
A structure of composition C27H23FN2O7Zn, computed with ωB97M-V/def2-TZVPD.

ORCA input file:
```
! RIJCOSX wB97M-V def2-TZVPD def2/J DEFGRID3
* xyz 0 1
Zn -0.740 -0.564 0.451
C -3.223 3.367 -0.821
C -2.529 2.521 0.207
C -1.204 2.785 0.561
C -0.562 2.038 1.529
C -1.227 0.976 2.157
C -2.563 0.722 1.821
C -3.196 1.487 0.852
H -3.673 4.232 -0.331
H -4.015 2.808 -1.316
H -2.525 3.733 -1.572
H -0.678 3.593 0.069
H 0.455 2.270 1.813
H -0.759 0.472 2.995
H -3.107 -0.063 2.330
H -4.221 1.266 0.585
O 1.354 -0.010 0.569
C 2.021 -1.180 1.107
C 1.240 -2.450 0.593
O 1.824 -3.474 0.327
O -0.040 -2.276 0.554
C 1.854 -1.060 2.617
C 1.231 -2.040 3.381
C 1.073 -1.862 4.748
C 1.528 -0.706 5.363
C 2.151 0.275 4.604
C 2.317 0.095 3.241
C 3.485 -1.202 0.725
C 4.068 -0.187 -0.027
C 5.416 -0.233 -0.350
C 6.198 -1.291 0.078
C 5.625 -2.303 0.835
C 4.281 -2.257 1.161
H 1.642 0.094 -0.350
H 0.868 -2.946 2.914
H 0.582 -2.628 5.334
H 1.406 -0.570 6.429
H 2.513 1.181 5.071
H 2.820 0.852 2.652
H 3.497 0.673 -0.353
H 5.853 0.569 -0.930
H 7.250 -1.322 -0.170
H 6.233 -3.130 1.175
H 3.840 -3.047 1.752
F -1.919 2.970 -4.728
C -2.591 1.812 -4.644
C -2.090 0.798 -3.924
N -2.744 -0.400 -3.792
C -2.218 -1.457 -2.932
C -1.759 -0.906 -1.589
O -2.437 -1.110 -0.561
O -0.675 -0.250 -1.534
C -3.938 -0.647 -4.461
O -4.522 -1.703 -4.401
N -4.402 0.424 -5.194
C -3.855 1.699 -5.356
O -4.405 2.545 -6.017
H -1.149 0.892 -3.401
H -1.367 -1.955 -3.403
H -3.016 -2.176 -2.769
H -5.275 0.256 -5.677
*
```

Calculated values
- lowest unoccupied orbital energy (eV) = 0.1
- HOMO level (hartree) = -0.337
- Kohn-Sham gap (eV) = 9.3



Entry 7:
A structure of composition C27H23N3O2OsS2Te, computed with ωB97M-V/def2-TZVPD.

ORCA input file:
```
! RIJCOSX wB97M-V def2-TZVPD def2/J DEFGRID3
* xyz 2 5
Os -13.529 2.053 12.329
C -16.973 -2.777 17.621
C -16.712 -2.206 16.269
C -17.755 -2.133 15.308
C -17.549 -1.513 14.067
C -16.244 -1.018 13.723
C -15.207 -1.243 14.612
C -15.442 -1.676 15.935
S -15.799 -0.321 12.181
O -14.564 -0.902 11.751
O -16.961 -0.305 11.302
N -15.384 1.352 12.516
C -16.431 2.279 12.710
C -17.812 1.998 12.751
C -18.720 3.055 12.813
C -18.259 4.361 13.019
C -16.863 4.673 13.069
C -16.371 5.971 13.217
C -14.993 6.152 13.101
C -14.152 5.077 12.861
N -14.596 3.826 12.782
C -15.945 3.586 12.901
H -16.908 -1.992 18.340
H -16.145 -3.470 17.853
H -17.950 -3.241 17.771
H -18.702 -2.579 15.550
H -18.382 -1.547 13.346
H -14.177 -0.987 14.339
H -14.695 -1.671 16.721
H -18.169 0.981 12.591
H -19.774 2.889 12.615
H -18.978 5.174 13.049
H -17.038 6.830 13.326
H -14.541 7.155 13.117
H -13.095 5.165 12.631
S -12.105 1.504 10.700
C -10.936 2.796 10.480
N -10.343 3.090 9.270
C -9.484 4.121 9.082
C -9.223 4.976 10.147
C -9.678 4.672 11.408
C -10.570 3.606 11.568
H -10.664 2.541 8.447
H -8.902 4.102 8.131
H -8.627 5.862 9.937
H -9.294 5.165 12.318
H -11.025 3.425 12.526
Te -11.982 1.048 13.984
C -12.427 1.624 15.967
C -13.676 1.259 16.421
C -13.951 1.349 17.760
C -13.019 1.924 18.606
C -11.828 2.407 18.136
C -11.476 2.243 16.823
H -14.422 1.047 15.659
H -14.922 1.018 18.172
H -13.192 2.108 19.662
H -11.117 2.846 18.838
H -10.533 2.532 16.395
*
```

Calculated values
- lowest unoccupied orbital energy (alpha / beta) (eV) = -7.5 / -8.3
- HOMO level (alpha / beta) (hartree) = -0.490 / -0.494
- Kohn-Sham gap (alpha / beta) (eV) = 5.8 / 5.1
- ΔE to the lowest compared entry with this formula, charge and spin (kcal per mole) = 18.6